1.
Computed, not measured: C2HN3O3 in the gas phase, with ωB97M-V/def2-TZVPD.

- LUMO energy (spin up / spin down): -1.1 / -1.1 eV
- Energy above the lowest of the compared OMol25 structures with the same formula, charge and spin: 213.34 kcal/mol
- E_HOMO (spin up / spin down): -10.0 / -10.0 eV
- Energy: -12694.870 eV
- SMILES string: N#C/C=[N+](/[O-])ON=O

ORCA input file:
```
! wB97M-V def2-TZVPD RIJCOSX def2/J DEFGRID3
* xyz 0 1
C -1.19 0.09 0.03
C -1.50 -1.28 0.03
N -0.06 0.63 0.12
N -1.88 -2.34 0.11
N 2.36 -0.12 -0.10
O 1.15 -0.42 -0.09
O 2.84 0.95 0.02
O 0.30 1.78 0.07
H -2.01 0.71 -0.18
*
```

2.
Computed, not measured: 3 unconnected molecules or ions with the total composition C2HN4O4, with ωB97M-V/def2-TZVPD.

- LUMO energy: -6.5 eV
- Energy above the lowest of the compared OMol25 structures with the same formula, charge and spin: 0.00 kcal/mol
- E_HOMO: -15.3 eV
- Energy: -16224.614 eV

ORCA input file:
```
! wB97M-V def2-TZVPD RIJCOSX def2/J DEFGRID3
* xyz 1 1
C 2.81 -0.66 -0.51
C 2.03 0.42 0.36
N -2.60 -1.00 0.49
N -3.54 -1.52 0.72
N 0.96 0.65 0.65
N -1.69 1.13 -0.26
O -1.32 0.52 -1.12
O 2.03 -1.25 -1.18
O -0.16 1.09 0.94
O -2.41 1.74 0.34
H 3.89 -1.13 -0.44
*
```

3.
Computed, not measured: a gas-phase ion, C2HN4O7S2 (charge -1), with ωB97M-V/def2-TZVPD.

- LUMO energy: 2.5 eV
- Energy above the lowest of the compared OMol25 structures with the same formula, charge and spin: 0.00 kcal/mol
- E_HOMO: -6.7 eV
- Energy: -44049.578 eV
- SMILES string: N#CSN(C(=O)N(O)S(=O)(=O)[O-])[N+](=O)[O-]

ORCA input file:
```
! wB97M-V def2-TZVPD RIJCOSX def2/J DEFGRID3
* xyz -1 1
C -2.49 -0.07 -1.94
C 0.10 0.71 0.66
N -3.34 0.49 -2.48
N -1.14 -0.05 0.39
N 1.15 -0.06 0.67
N -2.06 -0.36 1.37
O -1.87 0.10 2.49
O 3.26 1.44 0.56
O 0.07 1.91 0.82
O -3.02 -1.04 1.06
O 2.02 0.98 -1.61
O 3.16 -0.71 -0.55
O 0.99 -1.41 0.30
S -1.23 -0.86 -1.15
S 2.52 0.58 -0.32
H 1.87 -1.64 -0.27
*
```